22
Properties=species:S:1:pos:R:3:forces:R:3 method="wB97M-V/def2-TZVPD" max_force_ev_per_a=5.45 de_lowest_ev=6.0950 total_energy_ha=-383.59320 gap_ev=8.269 e_homo_ev=-12.01 total_charge=+1 spin_multiplicity=1
C -0.842 1.254 -0.284 1.72 -3.18 2.07
C 0.775 0.899 0.875 -5.29 0.92 -0.91
C 1.966 1.120 0.102 1.63 -0.48 1.32
C 2.438 -0.186 -0.485 1.92 0.59 -1.22
C 1.228 -1.019 -0.537 -2.25 0.58 -0.44
C -0.926 -0.834 0.881 -1.14 1.14 -4.84
C -3.079 0.215 -0.264 0.59 -1.22 1.81
N -1.615 0.196 -0.064 2.08 1.91 2.07
N 0.483 -0.579 0.704 0.70 -0.40 0.95
H -1.205 2.055 -0.932 -0.07 0.03 0.39
H 1.843 1.704 -0.712 -0.73 2.59 -2.12
H 2.656 1.606 0.773 0.75 0.05 -0.06
H 2.823 0.028 -1.527 -0.04 -0.66 1.30
H 3.229 -0.568 0.178 -0.21 -0.48 -0.61
H 0.517 -0.883 -1.397 0.89 0.27 0.72
H 1.397 -2.026 -0.451 0.52 -2.63 0.09
H -1.153 -0.757 1.878 -0.99 0.63 2.32
H -1.267 -1.743 0.428 0.27 -1.02 0.26
H -3.614 0.243 0.732 0.72 0.85 -0.92
H -3.123 1.102 -0.877 -1.49 -0.27 -0.40
H -3.389 -0.788 -0.576 -0.06 0.54 -1.13
H 0.860 -1.036 1.555 0.49 0.25 -0.65

***

22
Properties=species:S:1:pos:R:3:forces:R:3 method="wB97M-V/def2-TZVPD" max_force_ev_per_a=6.03 de_lowest_ev=2.1612 total_energy_ha=-383.56371 gap_ev="6.945 / 7.517" s2=2.010 e_homo_ev="-10.21 / -14.82" total_charge=+1 spin_multiplicity=3
C -0.221 2.534 -0.423 0.07 -1.25 0.38
C -0.723 1.432 0.318 -1.71 2.92 1.11
C 0.717 1.985 -1.332 0.99 1.38 -1.12
C -1.769 -1.559 0.019 -0.88 -1.45 -0.74
C -0.265 -0.990 2.046 5.18 -1.74 -2.56
C 1.988 -0.196 -1.433 -0.78 -2.42 1.97
C -0.420 -1.005 0.509 -1.36 -1.54 0.59
N -0.247 0.281 -0.044 1.99 0.54 -2.24
N 0.837 0.667 -1.238 -1.65 -2.36 0.87
H -0.348 3.595 -0.203 -0.24 -0.47 -0.21
H -1.495 1.596 1.061 0.34 -0.55 0.27
H 1.308 2.525 -2.050 0.30 0.05 0.13
H -1.696 -2.152 -0.989 0.02 0.82 2.10
H -2.419 -0.722 -0.234 -0.25 -0.10 0.31
H -2.242 -2.175 0.865 0.62 0.71 -1.57
H -0.929 -0.442 2.542 -2.85 2.34 1.92
H 0.773 -0.501 2.061 -1.31 -0.58 1.06
H -0.170 -2.001 2.501 -0.19 0.66 -0.62
H 2.036 -0.886 -2.360 -0.58 1.20 1.70
H 2.808 0.420 -1.352 2.17 1.51 -0.59
H 2.137 -0.756 -0.386 -0.55 0.54 -2.51
H 0.342 -1.648 0.121 0.66 -0.24 -0.26

***

23
Properties=species:S:1:pos:R:3:forces:R:3 method="wB97M-V/def2-TZVPD" max_force_ev_per_a=5.80 de_lowest_ev=5.8968 total_energy_ha=-458.85722 gap_ev=8.917 e_homo_ev=-13.19 total_charge=+1 spin_multiplicity=1
C 0.753 0.128 3.021 -1.05 -0.71 -0.45
C 0.542 1.406 2.738 1.00 2.19 1.07
C 0.523 0.326 0.817 -0.71 -1.85 -2.35
C 0.879 -0.271 -2.148 -0.22 0.60 0.08
C -1.164 1.105 -1.726 -2.13 -2.16 4.94
C -1.175 -1.411 -1.165 3.17 -2.05 -2.30
C -0.451 -0.166 -1.429 1.56 0.91 -0.24
N 0.625 -0.581 1.822 0.10 4.06 0.05
N 0.525 1.535 1.374 -0.52 -1.29 0.91
O 0.853 -1.870 1.595 -1.04 -3.39 2.85
H 0.692 -0.238 3.994 0.29 -1.16 1.21
H 0.509 2.249 3.454 0.04 -0.67 -0.80
H 1.268 0.722 -2.290 -0.09 0.55 -0.51
H 1.556 -0.631 -1.441 1.16 -1.27 0.90
H 0.998 -0.838 -3.083 -0.75 -0.01 0.35
H -1.508 0.889 -2.676 -1.20 0.05 -2.24
H -2.008 1.113 -0.923 0.90 0.46 -1.86
H -0.631 1.993 -1.656 1.25 1.35 -0.17
H -0.390 -2.176 -0.861 -1.08 0.73 -0.40
H -1.986 -1.522 -0.549 -2.00 0.62 1.65
H -1.510 -1.747 -2.207 0.40 0.38 1.05
H 0.611 2.381 0.878 -0.25 0.89 -0.62
H 0.490 -2.397 2.462 1.16 1.77 -3.11